No. 1
Density functional theory data (ωB97M-V with the def2-TZVPD basis set) for a 3-piece molecular cluster, C3H12O3 overall.

max |F|: 0.0624 Eh/bohr
E: -9446.9589 eV
gap between HOMO and LUMO: 10.7 eV
HOMO energy: -9.98 eV
molar mass: 96.13 g/mol
energy relative to the best compared isomer or geometry (same formula, charge and spin): 24.62 kcal/mol

ORCA input file:
```
! wB97M-V def2-TZVPD RIJCOSX def2/J DEFGRID3
* xyz 0 1
C -0.75137 -2.02251 0.62573
C 0.35007 -0.93200 0.42407
C 0.09362 0.56118 0.38822
O 1.27448 1.52457 0.40709
H -1.60039 -1.86933 -0.08574
H -0.27001 -3.00740 0.45537
H -1.20257 -2.05355 1.63944
H 0.92193 -1.17378 -0.53079
H 0.98215 -1.01854 1.32417
H -0.46520 0.82261 1.33992
H -0.45037 0.98426 -0.49143
H 0.88189 2.41214 0.35090
O -3.04530 1.49396 -0.90648
H -2.70414 0.69094 -1.24583
H -3.89600 1.66370 -1.30246
O 3.19314 0.24226 -0.85016
H 3.10886 0.78565 -0.05343
H 3.57919 0.89586 -1.48858
*
```

---

No. 2
Density functional theory data (ωB97M-V with the def2-TZVPD basis set) for a 3-piece molecular cluster, C3H12O3 overall.

max |F|: 0.0069 Eh/bohr
E: -9446.7268 eV
gap between HOMO and LUMO: 10.7 eV
HOMO energy: -10.05 eV
molar mass: 96.13 g/mol
energy relative to the best compared isomer or geometry (same formula, charge and spin): 29.97 kcal/mol

ORCA input file:
```
! wB97M-V def2-TZVPD RIJCOSX def2/J DEFGRID3
* xyz 0 1
C 0.64148 -0.08386 3.07493
O -0.47633 -0.92010 2.79151
H 0.36566 0.92222 2.76905
H 0.86396 -0.05306 4.14545
H 1.53600 -0.40043 2.53316
H -0.30290 -1.79534 3.14967
C 1.04506 0.58066 -2.95604
O 0.03512 0.10455 -3.83151
H 1.75009 -0.20978 -2.68314
H 1.59306 1.36145 -3.47930
H 0.62233 0.99851 -2.03966
H -0.36910 -0.66310 -3.41700
C -1.44898 0.27329 -0.14617
O -0.54508 -0.82979 -0.15395
H -2.23006 0.07502 -0.88043
H -1.91144 0.40172 0.83248
H -0.94432 1.19436 -0.45305
H -0.22456 -0.95633 0.74401
*
```

---

No. 3
Density functional theory data (ωB97M-V with the def2-TZVPD basis set) for a 5-piece molecular cluster, C3H12O4 overall.

max |F|: 0.0265 Eh/bohr
E: -11491.8171 eV
gap between HOMO and LUMO (spin up / spin down): 7.8 / 5.5 eV
HOMO energy (spin up / spin down): -4.25 / -4.25 eV
expectation value of S²: 0.755
molar mass: 112.12 g/mol
energy relative to the best compared isomer or geometry (same formula, charge and spin): 81.93 kcal/mol

ORCA input file:
```
! wB97M-V def2-TZVPD RIJCOSX def2/J DEFGRID3
* xyz -1 2
C -2.04754 -1.14202 0.66290
O -1.19920 -1.07415 1.72903
C -1.54372 -0.25255 -0.46185
C -2.26623 0.37747 -1.38143
H -2.28113 -2.19058 0.41268
H -3.05896 -0.78519 1.00325
H 0.84221 2.25988 -1.07062
H -0.44850 -0.16085 -0.44104
H -1.69125 0.78349 -2.21044
H -3.34506 0.32146 -1.47336
H -0.14919 -0.04577 1.79566
H 1.47887 0.31752 1.41546
O 0.52783 0.60109 1.51562
H 3.81026 -0.15558 1.58070
H 0.90030 2.21878 -1.81066
O 2.98566 -0.56044 1.30542
H 2.45244 -0.48965 -1.65994
H 2.77194 -0.14243 0.03343
O 2.26128 0.11954 -0.94481
*
```

---

No. 4
Density functional theory data (ωB97M-V with the def2-TZVPD basis set) for a 4-piece molecular cluster, C3H12O4 overall.

max |F|: 0.0677 Eh/bohr
E: -11493.7922 eV
gap between HOMO and LUMO: 9.4 eV
HOMO energy: -8.75 eV
molar mass: 112.12 g/mol
energy relative to the best compared isomer or geometry (same formula, charge and spin): 45.43 kcal/mol

ORCA input file:
```
! wB97M-V def2-TZVPD RIJCOSX def2/J DEFGRID3
* xyz 0 1
C -1.05348 -1.42763 -0.06805
C -2.00686 -2.19203 -0.63753
C -2.82099 -3.08103 0.30889
O -1.99732 -2.21178 -2.00852
H -0.93942 -1.24616 0.99052
H -0.63829 -0.78757 -0.84622
H -3.61486 -2.34984 0.60606
H -3.39033 -3.91902 -0.08377
H -2.27578 -3.21913 1.23162
H -1.71435 -3.06371 -2.38938
O 6.91482 1.70911 -0.14182
H 6.63087 2.08616 0.69260
H 6.88044 2.43989 -0.77003
O -2.36706 1.39173 4.69149
H -1.47898 1.51826 5.07946
H -3.01303 1.24495 5.35591
O 1.95700 4.46438 -3.89579
H 2.41969 4.84373 -4.65624
H 2.50794 3.79969 -3.45920
*
```